(1)
Below is a cluster of 2 separate species, C3H2IN in total, with properties calculated with wB97M-V/def2-TZVPD.

XYZ file:
```
7
Properties=species:S:1:pos:R:3:forces:R:3
C 1.66739 3.85449 0.50841 8.9929 3.8447 6.7957
I 3.45553 -0.73762 -0.22796 -0.2637 0.4763 0.4807
C 2.07199 0.41242 0.69500 2.4869 -1.8272 -1.1002
H 0.14417 1.35449 1.03590 -1.1781 0.7500 0.6076
N 0.68747 3.79079 0.03247 -7.6616 -1.1800 -4.3846
C 1.08843 0.93593 1.07780 -1.0312 0.3559 0.0835
H 2.35030 4.46852 1.29218 -1.3452 -2.4197 -2.4827
```
Forces are in eV/Å.

Results
- frontier orbital gap (eV) = 9.91
- structure (SMILES) = C#CI.C#N

(2)
Below is the ion C3H2IN2 with charge +1, with properties calculated with wB97M-V/def2-TZVPD.

XYZ file:
```
8
Properties=species:S:1:pos:R:3:forces:R:3
N -1.70558 1.77637 0.11811 -0.5956 1.7502 0.1457
N -1.25908 -0.58687 0.22911 2.3334 -4.3074 -0.7012
C 0.96836 0.09452 -0.13475 -1.9719 0.5665 -0.5866
I 2.89643 -0.05328 0.13113 -0.2117 0.0351 -0.0818
C -1.52211 0.65714 0.27208 -0.5790 1.5547 -0.0618
H 0.39053 1.07773 -0.32487 1.7799 -0.9726 0.3535
C -0.03467 -0.98424 -0.07836 -0.5566 2.7631 0.8559
H 0.26611 -1.98138 -0.21245 -0.1985 -1.3896 0.0763
```
Forces are in eV/Å.

Results
- total charge = +1
- frontier orbital gap (eV) = 7.01

(3)
Below is a cluster of 2 separate species, C3H2IN3 in total, with properties calculated with wB97M-V/def2-TZVPD.

XYZ file:
```
9
Properties=species:S:1:pos:R:3:forces:R:3
N -0.48337 1.05741 0.09804 -3.4320 -0.5764 -0.6373
H 0.19504 1.75216 0.03281 1.1715 1.3456 0.0456
C -0.19391 -1.58532 -0.01378 1.6268 0.5584 -0.0901
H -2.58742 0.27225 0.04230 0.6763 0.1582 -0.3997
I 3.14584 1.08093 -0.04594 1.6601 0.0485 0.2006
C -1.53747 0.61721 -0.04231 0.2294 0.6452 1.0454
N -1.30593 -1.80209 -0.22540 -1.1499 -0.9200 -0.0295
N 1.03110 -1.16371 0.10959 -2.0429 -5.5712 0.6849
C 1.73613 -0.22885 0.04469 1.2607 4.3117 -0.8199
```
Forces are in eV/Å.

Results
- total charge = +2
- multiplicity = 3
- <S²> = 2.0265
- frontier orbital gap (alpha / beta) (eV) = 6.83 / 5.81

(4)
Below is a structure of composition C3H2INS3, with properties calculated with wB97M-V/def2-TZVPD.

XYZ file:
```
10
Properties=species:S:1:pos:R:3:forces:R:3
C -0.65953 0.58469 1.03759 0.3957 -1.0789 -0.6133
H 3.20480 -1.43470 -0.36072 -0.5569 0.0218 0.5338
S -1.47604 1.78514 0.14502 -1.3416 2.7116 0.7807
N -0.69936 -0.15769 -1.27144 1.4127 -3.0671 -0.9751
H -1.60650 1.17767 -2.39008 -0.3954 0.8657 1.0936
I -0.37853 0.90170 3.08310 0.0218 -0.5103 -1.3028
S 0.71299 -1.89774 0.37176 -2.5455 -1.1798 -1.2115
C -0.29739 -0.53725 -0.11073 1.2680 0.5930 3.5114
S 2.53127 -1.36325 0.84206 2.2225 1.0648 0.0448
C -1.33170 0.94142 -1.34656 -0.4814 0.5792 -1.8616
```
Forces are in eV/Å.

Results
- multiplicity = 3
- <S²> = 2.0297
- frontier orbital gap (alpha / beta) (eV) = 6.26 / 6.91

(5)
Below is a structure of composition C3H2IO2S, with properties calculated with wB97M-V/def2-TZVPD.

XYZ file:
```
9
Properties=species:S:1:pos:R:3:forces:R:3
S -2.63357 -2.06487 0.42887 -0.5538 1.1506 -0.4100
C -1.81329 -0.51314 -0.39517 1.5582 -0.1586 1.6171
H -1.81711 -0.80942 -1.46496 0.8059 0.7093 0.3932
C 1.11168 0.61925 1.02218 -0.7560 -0.3147 -0.2356
I -3.19025 0.99411 0.06498 0.1849 0.6882 -0.2279
H 1.73517 1.05350 1.71144 1.3567 0.6713 0.8890
C 0.15015 0.13930 0.48622 -3.5900 -1.2421 -2.2690
O -3.46914 -2.19406 -0.79629 -0.3533 -0.1225 -0.0074
O -1.58231 -3.04172 0.49449 1.3474 -1.3815 0.2506
```
Forces are in eV/Å.

Results
- total charge = -1
- frontier orbital gap (eV) = 7.29

(6)
Below is a structure of composition C3H2InO2, with properties calculated with wB97M-V/def2-TZVPD.

XYZ file:
```
8
Properties=species:S:1:pos:R:3:forces:R:3
O -2.01722 -0.34927 -0.26488 -1.7836 1.1104 -0.6849
O -0.81514 1.51244 -0.01544 -3.6421 0.5501 -1.5968
In 2.87404 -0.04599 0.62892 0.8588 0.1174 0.1116
H -0.34287 -2.40226 0.17299 -0.6143 0.0750 -0.2328
C 0.15341 -1.44320 0.17679 3.8919 1.5064 0.8444
C -1.74900 0.87556 -0.26681 5.0069 -1.0677 2.3063
C 1.00180 -0.53540 0.31655 -2.9704 -2.2946 -0.5363
H -2.83460 -0.67806 0.17718 -0.7473 0.0030 -0.2114
```
Forces are in eV/Å.

Results
- total charge = +3
- frontier orbital gap (eV) = 6.34

(7)
Below is a structure of composition C3H2KMgO3, with properties calculated with wB97M-V/def2-TZVPD.

XYZ file:
```
10
Properties=species:S:1:pos:R:3:forces:R:3
Mg -3.48029 1.57921 1.03740 0.9389 0.7300 -0.3892
H 5.83537 -1.73192 -1.50728 -0.2375 0.0667 -0.2577
O -1.58789 1.10694 0.20157 -0.1516 -0.2310 0.0599
O 2.69371 -1.90004 -1.59805 -0.2274 0.2407 0.0752
C 5.05583 -1.52712 -2.24159 -0.2167 0.0237 -0.0082
O -2.23259 3.17978 0.55967 -0.0038 -0.1354 -0.0173
C 3.80956 -1.71332 -1.91061 0.4374 -0.0938 -0.0196
H 5.29188 -1.18625 -3.24994 -0.0364 -0.1194 0.3352
C -1.41157 2.35480 0.16950 -1.1061 -0.1807 0.4889
K 0.05391 -1.04703 -0.48925 0.6032 -0.3008 -0.2673
```
Forces are in eV/Å.

Results
- total charge = +2
- multiplicity = 2
- <S²> = 0.7549
- frontier orbital gap (alpha / beta) (eV) = 3.96 / 3.01

(8)
Below is a structure of composition C3H2LiNiO3, with properties calculated with wB97M-V/def2-TZVPD.

XYZ file:
```
10
Properties=species:S:1:pos:R:3:forces:R:3
C -1.28705 0.66080 -1.59425 3.1146 1.0224 1.8361
Ni -2.10070 2.11403 -2.53010 -0.0907 -0.3425 -0.3669
H 0.55848 -1.12430 -0.34024 0.1437 2.1782 -0.5087
O -1.06924 0.45147 -0.24302 -1.9941 -0.3856 -2.0236
Li 1.67833 -1.85924 3.53525 0.0962 -0.0571 -0.0201
H 0.84822 1.01030 0.39675 0.3233 -0.3574 -0.7334
O -0.31642 0.74827 -2.33981 -1.8038 -0.1305 -0.0737
C 0.20009 0.15405 0.17617 0.3879 -2.9653 1.0452
C 0.29939 -0.98808 1.06468 0.3001 1.5616 1.1053
O 1.18890 -1.16731 1.87458 -0.4772 -0.5238 -0.2602
```
Forces are in eV/Å.

Results
- total charge = +2
- multiplicity = 4
- <S²> = 3.7636
- frontier orbital gap (alpha / beta) (eV) = 7.52 / 7.96

(9)
Below is a structure of composition C3H2LiO3Sn, with properties calculated with wB97M-V/def2-TZVPD.

XYZ file:
```
10
Properties=species:S:1:pos:R:3:forces:R:3
Sn 2.99887 -0.42979 -0.16239 5.5444 -4.1845 0.1784
C -1.13685 1.02101 -0.00920 -1.7217 -1.1008 0.1789
H -0.39415 -3.10161 0.51847 0.3548 0.6461 -0.2151
O 0.03228 1.61463 -0.01863 1.7688 0.1259 -0.3362
C 1.14081 0.86290 -0.17250 -4.4212 2.4334 0.9728
O 2.23835 1.37114 0.10593 -0.2064 2.3778 0.0717
C -2.22109 0.50996 0.11412 0.9369 0.3307 0.0740
H -3.17638 0.06706 0.33584 0.2171 0.1516 -0.2387
Li -0.51881 -1.54999 -0.25858 -0.4378 -0.5827 0.2164
O 1.03697 -0.36530 -0.45306 -2.0348 -0.1974 -0.9021
```
Forces are in eV/Å.

Results
- total charge = +1
- frontier orbital gap (alpha / beta) (eV) = 3.78 / 4.34

(10)
Below is a structure of composition C3H2LuO3, with properties calculated with wB97M-V/def2-TZVPD.

XYZ file:
```
9
Properties=species:S:1:pos:R:3:forces:R:3
H 0.36149 -1.73862 -0.25053 0.3669 0.0208 0.5050
O 0.48528 1.57339 0.08588 6.4952 1.5580 0.8393
O 2.04945 -0.56962 -0.17149 1.3029 1.8540 -0.0262
H -2.82173 -0.50138 0.46232 -0.5083 -0.0779 0.2216
C -0.00992 0.33363 0.36026 -0.8413 0.2650 -2.4686
Lu 2.64507 1.54535 -0.11913 -3.7702 -1.4820 0.2437
C 0.81759 -0.77750 0.02383 -1.9113 0.0947 0.1353
O -2.23904 -0.36299 -0.29931 1.0644 0.8595 -0.0099
C -1.28820 0.49774 -0.09184 -2.1983 -3.0922 0.5598
```
Forces are in eV/Å.

Results
- total charge = +2
- multiplicity = 2
- <S²> = 0.7697
- frontier orbital gap (alpha / beta) (eV) = 6.12 / 6.25

(11)
Below is the molecule C3H2N2O2, with properties calculated with wB97M-V/def2-TZVPD.

XYZ file:
```
9
Properties=species:S:1:pos:R:3:forces:R:3
C 0.29798 0.19179 -0.98681 0.6688 0.4884 1.9261
C -0.74131 -0.79064 -1.17124 -0.3825 -0.4186 1.0633
H 0.13584 0.18630 2.57231 0.9466 0.4252 -0.7667
O -1.16121 -0.74123 1.44207 0.3368 0.5078 0.7371
N 0.90404 0.86512 -1.85015 -0.5266 -0.5093 1.0732
H 1.55511 1.50478 -1.39059 0.0757 -0.0216 -0.1419
C -0.16425 -0.09669 1.54454 -0.7679 -0.3571 -0.1533
O 0.64524 0.35473 0.50710 -0.6125 -0.0827 -1.5669
N -1.52735 -1.48392 -0.67498 0.2616 -0.0321 -2.1709
```
Forces are in eV/Å.

Results
- frontier orbital gap (eV) = 10.42
- structure (SMILES) = [H]/N=C(/C#N)OC=O

(12)
Below is the molecule C3H2N2O2, with properties calculated with wB97M-V/def2-TZVPD.

XYZ file:
```
9
Properties=species:S:1:pos:R:3:forces:R:3
O -2.26448 0.17997 0.26957 -0.2199 0.0519 -0.8377
C -0.13265 -0.12141 -0.15031 6.9897 0.3998 0.1008
C 0.48953 1.04825 0.00455 2.2414 1.4244 -2.1833
N 1.90129 0.60905 0.05769 -0.2669 1.4145 1.8548
C -1.36880 -0.56826 -0.10948 -6.5686 3.4114 2.0775
N 2.03924 -0.63296 0.24774 -2.3179 2.4005 -2.1444
H 0.11524 2.17022 -0.25153 1.2982 -3.1814 1.0677
H -1.54949 -1.53008 -0.04807 -0.7885 -5.3599 -0.6256
O 0.77011 -1.15477 -0.02017 -0.3676 -0.5613 0.6902
```
Forces are in eV/Å.

Results
- frontier orbital gap (eV) = 9.79
- structure (SMILES) = O=Cc1cnno1

So what do the calculations give for strongest force on any atom? Going down the list: 11.9 4.9 6.0 3.8 4.4 5.6 1.3 3.8 6.9 6.7 2.2 7.7 eV/Å.
So what do the calculations give for energy above the lowest of the compared OMol25 structures with the same formula, charge and spin? Going down the list: 63.0 18.7 39.2 0.9 74.1 3.2 29.5 61.3 16.7 41.0 50.1 95.4 kcal/mol.